[1]
The following is a quantum chemistry calculation of CH2F3HgO4S as an isolated structure in a non-equilibrium geometry, from the Open Molecules 2025 dataset.

Last column: Löwdin spin population.
CARTESIAN COORDINATES (ANGSTROEM)
Hg (-2.447, 0.389, 1.808)  0.663
O (-0.436, 0.663, 1.258)  0.135
S (-0.699, 0.482, -0.263)  0.054
O (-0.153, 1.532, -1.105)  0.004
O (-2.190, 0.310, -0.275)  0.125
C (-0.141, -1.110, -1.056)  0.007
F (-0.866, -1.346, -2.136)  0.001
F (1.125, -1.020, -1.428)  0.001
F (-0.292, -2.104, -0.198)  0.003
O (2.133, 0.402, 1.222)  0.005
H (2.541, 0.782, 0.437)  0.000
H (1.425, 1.021, 1.736)  0.001

The gap between HOMO and LUMO (spin up / spin down) is 9.44 / 8.24 eV. The calculation puts the LUMO energy (spin up / spin down) at 0.00725 / -0.09206 Ha. As for the HOMO energy (spin up / spin down): -9.245 / -10.743 eV. As for the expectation value of S²: 0.752. Its multiplicity is 2. Its electronic energy is -1191.3768 Eh.

[2]
The following is a quantum chemistry calculation of a 2-piece molecular cluster, CH2F3NOS overall in a non-equilibrium geometry, from the Open Molecules 2025 dataset.

Last column: Mulliken charge in e.
CARTESIAN COORDINATES (ANGSTROEM)
C (-0.968, 0.251, -2.576)  0.760
N (0.392, -1.043, 0.580)  -0.434
O (0.151, 0.115, -2.235)  -0.460
F (-1.652, -0.669, -3.207)  -0.169
F (-1.742, 1.258, -2.315)  -0.154
F (-2.016, -0.726, -0.360)  -0.331
S (-0.922, -0.478, 0.937)  0.306
H (-1.061, 0.967, 0.522)  0.129
H (0.805, -0.828, -0.338)  0.351

The gap between HOMO and LUMO is 10.83 eV. The calculation puts the LUMO energy at 0.01820 Ha. As for the relative energy (zero: lowest compared OMol25 entry of this formula, charge and spin): 35.04 kcal/mol. As for the HOMO energy: -10.332 eV. Its electronic energy is -867.0280 Eh.

[3]
The following is a quantum chemistry calculation of a 2-piece molecular cluster, CH2F3NS overall in a non-equilibrium geometry, from the Open Molecules 2025 dataset.

Last column: Mulliken charge in e.
CARTESIAN COORDINATES (ANGSTROEM)
C (-0.445, 1.339, -0.363)  -0.303
N (-1.199, 2.533, 0.158)  0.067
F (-0.159, 3.394, 0.676)  -0.124
F (-2.622, 0.262, 0.271)  -0.237
F (-0.396, 1.815, 3.553)  -0.738
S (-1.400, 0.947, 1.149)  0.638
H (-0.706, 0.793, -1.289)  0.283
H (0.480, 1.784, -0.204)  0.416

The gap between HOMO and LUMO (spin up / spin down) is 6.72 / 6.72 eV. The calculation puts the LUMO energy (spin up / spin down) at -0.09009 / -0.09009 Ha. As for the relative energy (zero: lowest compared OMol25 entry of this formula, charge and spin): 177.67 kcal/mol. As for the HOMO energy (spin up / spin down): -9.171 / -9.173 eV. Its electronic energy is -791.5481 Eh.

[4]
The following is a quantum chemistry calculation of a 2-piece molecular cluster, CH2FN5 overall in a non-equilibrium geometry, from the Open Molecules 2025 dataset.

Last column: Mulliken charge in e.
CARTESIAN COORDINATES (ANGSTROEM)
C (-2.104, -0.395, -1.132)  0.380
N (-3.119, -0.726, -0.753)  -0.298
N (-1.074, 0.290, -1.527)  -0.436
N (0.030, 0.487, -1.152)  0.555
N (0.807, -0.574, 1.722)  -0.467
N (0.980, 0.193, -0.493)  -0.135
F (1.920, 1.158, -0.253)  -0.111
H (0.866, 0.473, 2.070)  0.257
H (1.694, -0.905, 1.519)  0.255

The gap between HOMO and LUMO (spin up / spin down) is 9.10 / 7.99 eV. The calculation puts the LUMO energy (spin up / spin down) at -0.03623 / -0.09125 Ha. As for the relative energy (zero: lowest compared OMol25 entry of this formula, charge and spin): 86.64 kcal/mol. As for the HOMO energy (spin up / spin down): -10.091 / -10.474 eV. Its electronic energy is -412.6275 Eh.

[5]
The following is a quantum chemistry calculation of a 2-piece molecular cluster, CH2FNO3 overall in a non-equilibrium geometry, from the Open Molecules 2025 dataset.

Last column: Mulliken charge in e.
CARTESIAN COORDINATES (ANGSTROEM)
C (-0.241, 0.678, -0.223)  -0.178
N (-1.075, -0.394, 0.032)  0.855
O (-1.356, -0.627, 1.159)  -0.467
O (-1.492, -1.036, -0.938)  -0.507
O (1.564, -0.854, 0.369)  -0.221
F (2.817, -0.353, 0.392)  -0.064
H (-0.260, 1.630, 0.461)  0.275
H (0.043, 0.956, -1.251)  0.306

The gap between HOMO and LUMO (spin up / spin down) is 7.22 / 7.23 eV. The calculation puts the LUMO energy (spin up / spin down) at -0.13219 / -0.13218 Ha. As for the relative energy (zero: lowest compared OMol25 entry of this formula, charge and spin): 102.17 kcal/mol. As for the HOMO energy (spin up / spin down): -10.815 / -10.829 eV. Its electronic energy is -419.2548 Eh.

[6]
The following is a quantum chemistry calculation of a 2-piece molecular cluster, CH2FNO3S overall in a non-equilibrium geometry, from the Open Molecules 2025 dataset.

Last column: Mulliken charge in e.
CARTESIAN COORDINATES (ANGSTROEM)
C (-1.589, 0.529, -0.211)  0.696
N (-2.466, 0.094, 0.461)  -0.408
O (-0.969, 1.170, -1.009)  -0.518
O (2.366, -0.911, -0.380)  -0.477
O (0.139, -0.418, 0.465)  -0.525
F (1.855, 1.431, -0.422)  -0.282
S (1.004, -0.034, -0.616)  0.863
H (-2.845, -0.363, 1.300)  0.301
H (2.506, -1.499, 0.413)  0.350

The gap between HOMO and LUMO is 11.26 eV. The calculation puts the LUMO energy at 0.01778 Ha. As for the relative energy (zero: lowest compared OMol25 entry of this formula, charge and spin): 28.43 kcal/mol. As for the HOMO energy: -10.775 eV. Its electronic energy is -817.7867 Eh.

> Number 2 is which compound?

CH2F3NOS

Repeat the fourth record exactly.
The following is a quantum chemistry calculation of a 2-piece molecular cluster, CH2FN5 overall in a non-equilibrium geometry, from the Open Molecules 2025 dataset.

Last column: Mulliken charge in e.
CARTESIAN COORDINATES (ANGSTROEM)
C (-2.104, -0.395, -1.132)  0.380
N (-3.119, -0.726, -0.753)  -0.298
N (-1.074, 0.290, -1.527)  -0.436
N (0.030, 0.487, -1.152)  0.555
N (0.807, -0.574, 1.722)  -0.467
N (0.980, 0.193, -0.493)  -0.135
F (1.920, 1.158, -0.253)  -0.111
H (0.866, 0.473, 2.070)  0.257
H (1.694, -0.905, 1.519)  0.255

The gap between HOMO and LUMO (spin up / spin down) is 9.10 / 7.99 eV. The calculation puts the LUMO energy (spin up / spin down) at -0.03623 / -0.09125 Ha. As for the relative energy (zero: lowest compared OMol25 entry of this formula, charge and spin): 86.64 kcal/mol. As for the HOMO energy (spin up / spin down): -10.091 / -10.474 eV. Its electronic energy is -412.6275 Eh.

> Among the records above, which one has the lowest electronic energy?

CH2F3HgO4S

> What is the formula in the first record?

CH2F3HgO4S